(1)
C26H19AgBrFN2O5S | wB97M-V/def2-TZVPD

Summary:
HOMO energy: -0.5 eV
Frontier orbital gap: 4.41 eV
LUMO level: 4.0 eV
E_tot: -128085.157 eV

```
! RIJCOSX wB97M-V def2-TZVPD def2/J DEFGRID3
* xyz -2 1
Ag -0.23230 -0.18340 0.08090
C -6.52370 -3.69700 -1.61990
C -5.88800 -3.31640 -0.27560
C -6.92400 -3.06900 0.82020
C -7.69220 -1.78270 0.54040
C -6.70780 -0.64970 0.46810
C -7.06720 0.63150 0.86630
C -6.12810 1.64530 0.81140
F -6.52220 2.89790 1.19420
C -4.83850 1.42450 0.39550
C -4.45530 0.14180 -0.02120
C -3.11100 -0.08360 -0.55240
O -2.18940 0.74130 -0.37080
C -2.97450 -1.30270 -1.31450
C -3.88210 -2.28380 -1.15620
N -5.03950 -2.15170 -0.42710
C -5.40830 -0.90330 0.00820
C -1.83430 -1.55360 -2.34210
O -2.14740 -2.30720 -3.27080
O -0.75980 -0.95550 -2.17010
H -7.15990 -4.57510 -1.50830
H -5.74120 -3.92570 -2.33930
H -7.11730 -2.87560 -2.01670
H -5.24340 -4.14930 0.03930
H -6.40230 -2.96110 1.77400
H -7.59780 -3.92640 0.88810
H -8.42320 -1.59250 1.33070
H -8.24490 -1.87300 -0.40230
H -8.06940 0.83260 1.21800
H -4.11720 2.22310 0.38120
H -3.72110 -3.23670 -1.63940
O 3.60790 -2.00630 1.01470
C 2.44570 -1.90320 0.60900
O 1.90570 -0.81370 0.26890
C 1.63900 -3.17790 0.44420
C 2.30080 -4.23220 -0.16470
C 1.69990 -5.46260 -0.36210
C 0.39690 -5.64630 0.07120
C -0.28130 -4.60520 0.67020
C 0.30750 -3.35000 0.86060
S -0.64730 -2.16390 1.70800
H 3.32190 -4.06660 -0.48680
H 2.24270 -6.26570 -0.84670
H -0.09920 -6.60360 -0.06520
H -1.30130 -4.73760 1.00850
Br -1.48590 3.46010 0.74760
C 0.35530 3.28990 0.35670
C 1.05270 4.43920 0.03410
C 2.42410 4.32780 -0.15470
C 3.00920 3.07090 -0.00550
C 2.21040 1.98910 0.30450
N 0.88670 2.08610 0.48480
H 0.53580 5.38400 -0.04470
H 3.01440 5.20160 -0.39260
H 4.07470 2.93510 -0.11970
H 2.60300 0.98530 0.40610
*
```

Löwdin atomic charge list, values in e, 6 entries: number 1, Ag, carries 0.623; number 2, C, carries -0.035; number 3, C, carries -0.322; number 4, C, carries -0.141; number 5, C, carries -0.145; number 6, C, carries -0.148

=====

(2)
C6H8EuO6 | wB97M-V/def2-TZVPD

Summary:
HOMO energy (spin up / spin down): -25.0 / -23.3 eV
ΔE to the lowest compared entry with this formula, charge and spin: 0.000 eV
Expectation value of S²: 15.764
Frontier orbital gap (spin up / spin down): 9.14 / 3.06 eV
LUMO level (spin up / spin down): -15.8 / -20.2 eV
E_tot: -37908.623 eV

```
! RIJCOSX wB97M-V def2-TZVPD def2/J DEFGRID3
* xyz 4 8
O 3.36209 1.32204 -1.48895
C 2.83374 0.70811 -0.45592
O 2.43926 1.34594 0.52395
O 2.77436 -0.56803 -0.57407
C 2.07219 -1.33987 0.44733
C 0.59650 -1.30825 0.18536
C -0.26921 -0.75971 1.04304
C -1.74931 -0.78369 0.83150
Eu 2.20099 3.50257 1.44084
H 2.33269 -0.92983 1.42898
H 2.48251 -2.34688 0.33683
H 0.25204 -1.76950 -0.74503
H 0.08170 -0.27382 1.95730
H -2.27464 -1.04732 1.75408
H -2.06680 -1.45851 0.02709
O -2.27252 0.55238 0.53575
C -2.23405 1.05794 -0.62413
O -2.48693 2.23841 -0.93789
H -2.70601 1.87709 -2.10272
O -2.40996 0.39501 -1.79766
H -2.95863 -0.41409 -1.78570
*
```

Löwdin atomic charge list, values in e, 6 entries: number 1, O, carries 0.415; number 2, C, carries -0.609; number 3, O, carries -0.121; number 4, O, carries 0.159; number 5, C, carries 0.001; number 6, C, carries 0.190

=====

(3)
C15H37BN2O11S | wB97M-V/def2-TZVPD

Summary:
HOMO energy: -8.6 eV
Frontier orbital gap: 8.62 eV
LUMO level: 0.0 eV
E_tot: -53169.288 eV

```
! RIJCOSX wB97M-V def2-TZVPD def2/J DEFGRID3
* xyz 0 1
C 9.34317 -0.93276 4.60113
C 8.28536 -1.54446 3.73267
O 8.26008 -1.47300 2.53320
O 7.33494 -2.23449 4.44319
C 5.99868 -1.91318 4.12387
O 5.25970 -3.07717 4.45646
S 3.75238 -3.22618 3.87527
O 3.84770 -3.35502 2.44543
O 3.32407 -1.66552 4.22183
B 2.08209 -1.14799 3.80866
O 1.47064 -0.27520 4.66958
O 1.48559 -1.50209 2.63105
H 10.30674 -1.14805 4.14111
H 9.32745 -1.38716 5.58788
H 9.18264 0.14095 4.66695
H 5.67319 -1.07006 4.73435
H 5.89410 -1.68064 3.06295
H 2.11892 0.15176 5.24224
H 1.63905 -0.87551 1.91542
C -1.50646 -1.56106 1.66485
O -0.63784 -1.61736 0.54899
C -0.02874 -2.88829 0.32881
C -0.61315 -3.58297 -0.88176
N -1.98298 -4.02011 -0.65122
C -2.70046 -4.45873 -1.84480
C -2.89007 -3.46385 -2.98473
O -3.77129 -2.39557 -2.69671
C -3.20988 -1.33880 -1.94339
H -1.72060 -0.51181 1.86372
H -2.45401 -2.07300 1.46255
H -1.04208 -1.99664 2.55104
H -0.09801 -3.51581 1.22009
H 1.03096 -2.70453 0.13722
H 0.00109 -4.45877 -1.11286
H -0.52847 -2.88544 -1.72659
H -2.50262 -3.26999 -0.21778
H -3.69407 -4.78141 -1.52505
H -2.19363 -5.34391 -2.24338
H -3.34841 -4.00476 -3.81609
H -1.93346 -3.07455 -3.35540
H -2.15302 -1.18587 -2.18008
H -3.32145 -1.50956 -0.86880
H -3.75931 -0.42758 -2.18394
C -1.94846 3.97300 0.54379
O -1.09612 3.69201 -0.54614
C -1.32806 2.44215 -1.18173
C -1.94960 2.60980 -2.55080
N -3.32336 3.08347 -2.46304
C -3.91548 3.50691 -3.72804
C -3.26313 4.64711 -4.50110
O -3.37803 5.91751 -3.89250
C -2.43546 6.19761 -2.87707
H -1.52824 4.82767 1.07103
H -2.96472 4.23155 0.22532
H -2.00297 3.12665 1.23523
H -1.94356 1.79344 -0.55101
H -0.35429 1.96047 -1.30474
H -1.94453 1.63840 -3.05594
H -1.30639 3.28834 -3.12755
H -3.36767 3.85318 -1.80900
H -4.94500 3.80542 -3.51707
H -3.96863 2.63480 -4.38833
H -3.79404 4.73138 -5.45231
H -2.21411 4.43859 -4.74659
H -1.46588 5.73754 -3.08689
H -2.78261 5.86979 -1.89268
H -2.30819 7.27929 -2.84073
*
```

Löwdin atomic charge list, values in e, 6 entries: number 1, C, carries 0.025; number 2, C, carries -0.503; number 3, O, carries 0.131; number 4, O, carries 0.022; number 5, C, carries -0.228; number 6, O, carries -0.278

=====

(4)
C8H12N2O4 | wB97M-V/def2-TZVPD

Summary:
HOMO energy (spin up / spin down): 2.7 / 0.5 eV
Expectation value of S²: 2.037
Frontier orbital gap (spin up / spin down): 3.04 / 5.17 eV
LUMO level (spin up / spin down): 5.7 / 5.6 eV
E_tot: -19653.397 eV

```
! RIJCOSX wB97M-V def2-TZVPD def2/J DEFGRID3
* xyz -2 3
C -0.49532 0.81617 0.52275
C 2.99575 -0.15543 0.25716
C -0.72667 -0.64663 0.40341
C 1.45863 -0.06943 -0.15016
C -1.47208 1.84739 0.96655
C -1.15764 -1.32256 1.71661
C -1.70666 -1.03506 -0.71807
C 1.33414 0.60198 -2.48404
N 0.63024 -1.10273 0.07214
N 0.75669 1.09895 0.21559
O 3.10959 -0.11404 1.49055
O 0.81674 -2.39441 -0.11466
O 1.24495 2.27005 0.25468
O 3.86330 -0.25266 -0.60430
H -2.34442 1.90540 0.30599
H -0.95449 2.80607 0.95932
H -1.83562 1.64998 1.98206
H -1.06445 -2.39922 1.58061
H -2.18540 -1.07204 1.98335
H -0.48498 -1.01676 2.51425
H -1.45499 -0.48358 -1.62176
H -2.74069 -0.82558 -0.43432
H -1.58289 -2.09927 -0.91381
H 0.41426 0.17714 -2.86361
H 2.22890 0.13704 -2.85237
H 1.35312 1.67924 -2.46791
*
```

Löwdin atomic charge list, values in e, 6 entries: number 1, C, carries -0.264; number 2, C, carries -0.690; number 3, C, carries -0.456; number 4, C, carries -0.133; number 5, C, carries -0.071; number 6, C, carries -0.041

=====

(5)
C36H32Cl6N2O2 | wB97M-V/def2-TZVPD

Summary:
HOMO energy: -5.8 eV
Frontier orbital gap: 3.50 eV
LUMO level: -2.3 eV
E_tot: -120058.954 eV

```
! RIJCOSX wB97M-V def2-TZVPD def2/J DEFGRID3
* xyz 0 1
Cl 4.72982 3.78396 -1.42036
C 6.18721 4.79309 -2.27753
Cl 7.49149 3.62278 -2.63029
C 5.65185 5.30650 -3.63027
O 5.41142 4.51442 -4.52668
C 5.50227 6.76846 -3.80378
Cl 4.95556 7.26086 -5.33474
C 5.80828 7.67925 -2.80326
Cl 5.64639 9.36203 -3.09458
C 6.37671 7.20998 -1.57281
Cl 6.80165 8.36535 -0.38854
C 6.62103 5.85935 -1.35285
Cl 7.42717 5.35630 0.05079
C 2.27637 2.23412 -2.93305
C 1.11988 1.47460 -2.37076
C 0.53003 1.87996 -1.16900
C -0.61119 1.24233 -0.66950
C -1.33442 1.85681 0.49420
C -1.01703 0.04600 -1.28689
N -1.97124 -0.79766 -0.65179
C -1.87002 -1.37244 0.57921
C -0.90130 -1.00498 1.61329
C 0.54465 -0.82221 1.31840
C 1.33364 -0.02759 2.28183
C 1.15991 -1.57486 0.27129
C 0.57865 -2.77837 -0.20885
C 1.09086 -3.44689 -1.31370
C 2.23015 -2.95183 -1.96019
C 2.89124 -1.83128 -1.44449
C 2.40230 -1.18639 -0.31609
O -1.33413 -0.77862 2.77090
N -3.08686 -1.91855 0.87749
C -3.56017 -2.40086 2.13779
C -2.86294 -3.38963 2.84849
C -1.63764 -4.05933 2.31559
C -3.33740 -3.78344 4.10580
C -4.56881 -3.34527 4.59185
C -5.12610 -3.90969 5.86720
C -5.25398 -2.37571 3.85781
C -4.76240 -1.88298 2.64208
C -5.51171 -0.78141 1.96157
C -3.87406 -1.85615 -0.27636
C -3.19514 -1.18146 -1.20887
C -0.48752 -0.35690 -2.51817
C -1.00013 -1.55146 -3.26392
C 0.58780 0.37210 -3.03925
H 2.67581 1.75733 -3.83256
H 2.00144 3.26732 -3.17989
H 3.09060 2.30482 -2.20453
H 0.94156 2.72779 -0.61629
H -2.39215 1.55602 0.55321
H -0.84618 1.64608 1.45954
H -1.31862 2.95414 0.36893
H 2.36209 -0.41222 2.31601
H 1.37529 1.03842 1.99820
H 0.87809 -0.09043 3.27918
H -0.24201 -3.22288 0.36527
H 0.59461 -4.36366 -1.65227
H 2.60601 -3.44969 -2.85495
H 3.80440 -1.46353 -1.92489
H 2.94845 -0.34926 0.12537
H -1.42135 -4.93495 2.94431
H -1.75634 -4.41803 1.28282
H -0.75698 -3.40472 2.38681
H -2.72463 -4.46751 4.69314
H -6.16100 -3.59285 6.01559
H -5.10782 -5.00564 5.86314
H -4.55239 -3.58832 6.74434
H -6.19031 -1.97004 4.24422
H -6.36771 -0.51892 2.60087
H -4.90381 0.13445 1.83849
H -5.91714 -1.06561 0.97975
H -4.88146 -2.23572 -0.28911
H -3.46572 -0.90138 -2.21409
H -0.21743 -1.91279 -3.94826
H -1.26373 -2.39028 -2.60298
H -1.88230 -1.30147 -3.87787
H 1.03858 0.05127 -3.98054
*
```

Löwdin atomic charge list, values in e, 6 entries: number 1, Cl, carries 0.602; number 2, C, carries -0.946; number 3, Cl, carries 0.696; number 4, C, carries -0.481; number 5, O, carries 0.059; number 6, C, carries -0.616

=====

(6)
C14H23N5NiO4PS2Te | wB97M-V/def2-TZVPD

Summary:
HOMO energy (spin up / spin down): -3.8 / -3.8 eV
ΔE to the lowest compared entry with this formula, charge and spin: 0.768 eV
Expectation value of S²: 2.010
Frontier orbital gap (spin up / spin down): 6.46 / 6.48 eV
LUMO level (spin up / spin down): 2.7 / 2.6 eV
E_tot: -109833.668 eV

```
! RIJCOSX wB97M-V def2-TZVPD def2/J DEFGRID3
* xyz -1 3
Ni -0.24580 -0.54477 0.75384
N -0.38270 -3.72207 3.77884
C -0.30510 -2.60007 2.98874
S -0.24110 -2.88247 1.29444
N -0.25780 -1.44877 3.58024
N -0.20350 -0.33597 2.81054
C 0.06430 0.75343 3.46144
C 0.04420 2.09073 2.96464
C 0.24940 3.13883 3.87034
C 0.19180 4.45953 3.49104
C -0.09260 4.77103 2.16204
C -0.28620 3.77463 1.24164
C -0.20980 2.39543 1.58424
O -0.35090 1.51093 0.67664
H -0.78320 -4.52097 3.31154
H -0.71130 -3.55247 4.71744
H 0.29720 0.63863 4.52434
H 0.43660 2.89043 4.90794
H 0.34900 5.24753 4.21384
H -0.17200 5.80783 1.85324
H -0.51430 4.00963 0.21094
C 2.35800 2.82203 -0.73456
N 2.52200 1.73193 0.19434
C 2.53210 0.44013 -0.18316
N 2.74380 0.14983 -1.49466
S 2.54160 -0.75687 0.97224
H 2.42900 3.76033 -0.18946
H 1.38620 2.77903 -1.23606
H 3.15600 2.78483 -1.47876
H 2.18150 1.88103 1.13454
H 2.31080 0.78323 -2.15086
H 2.54410 -0.81647 -1.71776
C -3.27030 -0.45367 -4.76146
C -2.93150 -1.24957 -3.51066
O -1.68420 -0.81627 -3.03366
P -1.18180 -1.25337 -1.53856
O 0.15630 -0.62097 -1.42986
Te -2.78540 -0.77537 0.14594
O -1.07180 -2.87907 -1.72576
C 0.05190 -3.35187 -2.44236
C 1.21290 -3.69237 -1.52246
H -4.22340 -0.77827 -5.17106
H -2.49070 -0.59687 -5.50556
H -3.32370 0.60443 -4.52076
H -2.89150 -2.32467 -3.73226
H -3.69230 -1.09217 -2.73156
H 0.35820 -2.59827 -3.18036
H -0.28470 -4.24537 -2.98466
H 1.47460 -2.82407 -0.92146
H 2.07740 -4.00547 -2.10526
H 0.91850 -4.48687 -0.84196
*
```

Löwdin atomic charge list, values in e, 6 entries: number 1, Ni, carries 0.038; number 2, N, carries 0.030; number 3, C, carries -0.875; number 4, S, carries 0.598; number 5, N, carries -0.030; number 6, N, carries -0.096

=====

(7)
C2H8N3 | wB97M-V/def2-TZVPD

Summary:
HOMO energy: -14.4 eV
ΔE to the lowest compared entry with this formula, charge and spin: 1.727 eV
Frontier orbital gap: 10.72 eV
LUMO level: -3.7 eV
E_tot: -6666.902 eV

```
! RIJCOSX wB97M-V def2-TZVPD def2/J DEFGRID3
* xyz 1 1
C -2.59994 -0.25708 0.36948
N -1.84022 -0.00733 -0.63121
H -2.25979 -0.04513 1.38938
H -3.66032 -0.57556 0.23231
H -2.19798 -0.07479 -1.63264
H 1.20970 -1.66472 -0.17578
N 0.73347 1.01296 -0.27272
C 1.80198 0.34330 0.22548
N 1.88318 -1.02376 0.31512
H -0.15259 0.45972 -0.34319
H 0.99321 2.00254 -0.30968
H 2.60914 0.90433 0.75242
H 2.81135 -1.39681 0.63917
*
```

Löwdin atomic charge list, values in e, 6 entries: number 1, C, carries -0.058; number 2, N, carries -0.022; number 3, H, carries 0.077; number 4, H, carries 0.091; number 5, H, carries 0.107; number 6, H, carries 0.153

=====

(8)
C4H5NO | wB97M-V/def2-TZVPD

Summary:
HOMO energy: -8.0 eV
ΔE to the lowest compared entry with this formula, charge and spin: 3.709 eV
Frontier orbital gap: 8.32 eV
LUMO level: 0.4 eV
E_tot: -7762.818 eV

```
! RIJCOSX wB97M-V def2-TZVPD def2/J DEFGRID3
* xyz 0 1
O 1.93652 0.74624 0.09782
C 0.70213 0.18538 0.03089
C 0.19979 -1.05081 0.00085
C -1.26438 -0.95586 -0.11548
C -1.78306 0.29867 -0.18863
N -0.40551 1.11699 -0.01032
H 2.59298 0.03761 0.08180
H 0.78380 -1.96368 0.05275
H -1.89561 -1.83834 -0.14084
H -0.56050 1.56484 0.89490
H -0.30615 1.85896 -0.70374
*
```

Löwdin atomic charge list, values in e, 6 entries: number 1, O, carries 0.067; number 2, C, carries -0.380; number 3, C, carries -0.041; number 4, C, carries -0.224; number 5, C, carries -0.067; number 6, N, carries 0.038